ORCA calculation (ωB97M-V/def2-TZVPD) on a cluster of 2 separate species, C5H15N3 in total in a non-equilibrium geometry.

Calculated values
HOMO in eV: -8.642
SMILES: C[C@@H](N)CN.[H]/N=C\C
Lowest unoccupied orbital energy in eV: 0.892
Charge: 0
Frontier orbital gap in eV: 9.5

Last column: Löwdin charge in e.
Positions of all 23 atoms, in Å:
C1 1.516 -0.492 0.908  -0.074
C2 0.618 -0.245 -0.298  -0.511
N1 1.004 0.921 -0.982  0.020
C3 0.352 -1.491 -1.152  -0.259
N2 1.520 -1.826 -1.964  -0.001
H1 1.568 0.406 1.523  0.070
H2 2.532 -0.716 0.580  0.069
H3 1.155 -1.325 1.512  0.070
H4 -0.473 0.046 0.176  0.106
H5 1.375 0.694 -1.904  0.069
H6 0.116 1.564 -1.082  0.065
H7 -0.470 -1.270 -1.839  0.112
H8 0.026 -2.312 -0.492  0.106
H9 1.319 -2.615 -2.568  0.065
H10 2.303 -2.085 -1.373  0.063
H11 -0.750 2.770 0.384  0.066
N3 -1.303 2.180 -0.240  0.036
C4 -1.816 1.156 0.377  -0.334
C5 -1.961 1.024 1.872  -0.082
H12 -2.605 0.649 -0.184  0.115
H13 -2.858 1.549 2.207  0.080
H14 -1.094 1.441 2.385  0.076
H15 -2.074 -0.023 2.154  0.073

***

ORCA calculation (ωB97M-V/def2-TZVPD) on a cluster of 2 separate species, C5H15N3 in total in a non-equilibrium geometry.

Calculated values
HOMO (alpha / beta) in eV: -12.808 / -12.495
Spin multiplicity: 2
Lowest unoccupied orbital energy (alpha / beta) in eV: -4.268 / -9.033
Charge: +1
Frontier orbital gap (alpha / beta) in eV: 8.5 / 3.5

Last column: Mulliken spin population.
Positions of all 23 atoms, in Å:
C1 2.224 -1.960 0.129  0.281
C2 1.762 -1.344 1.234  0.316
N1 0.508 -1.524 1.837  0.079
N2 3.539 -1.864 -0.407  0.189
H1 1.480 -2.581 -0.475  0.017
H2 2.408 -0.639 1.799  0.014
H3 -0.036 -0.671 1.761  0.034
H4 0.546 -1.738 2.826  -0.001
H5 3.505 -1.894 -1.431  -0.008
H6 3.986 -2.747 -0.180  0.025
C3 -0.721 1.502 -0.364  0.001
C4 -2.230 1.558 -0.570  0.005
C5 -2.663 0.455 -1.635  0.000
N3 -0.349 2.323 0.788  0.047
H7 -0.221 1.943 -1.217  -0.001
H8 -0.363 0.466 -0.303  0.003
H9 -2.535 2.570 -0.943  0.000
H10 -2.771 1.357 0.373  0.001
H11 -2.114 -0.435 -1.327  0.000
H12 -2.390 0.695 -2.750  0.000
H13 -3.723 0.223 -1.558  0.000
H14 0.672 2.481 0.737  0.000
H15 -0.514 1.824 1.677  -0.001

***

ORCA calculation (ωB97M-V/def2-TZVPD) on the ion C5H15N3 with charge +2 in a non-equilibrium geometry.

Calculated values
HOMO in eV: -16.697
SMILES: C[C@@H]([NH3+])C/C(N)=C/[NH3+]
Lowest unoccupied orbital energy in eV: -6.565
Charge: +2
Frontier orbital gap in eV: 10.1

Last column: Löwdin charge in e.
Positions of all 23 atoms, in Å:
C1 -2.347 0.354 -1.524  -0.029
C2 -1.023 -0.134 -0.796  -0.248
N1 -0.696 -1.585 -1.377  0.222
C3 0.224 0.739 -0.773  -0.133
C4 0.923 0.710 0.518  -0.325
N2 0.656 1.909 1.134  0.133
C5 1.533 -0.424 1.053  -0.014
N3 2.094 -0.638 2.490  0.249
H1 -2.535 -0.045 -2.553  0.103
H2 -3.213 0.104 -0.826  0.115
H3 -2.630 1.362 -1.674  0.068
H4 -1.412 -0.399 0.247  0.168
H5 -1.526 -2.234 -1.539  0.208
H6 -0.080 -1.982 -0.746  0.095
H7 -0.301 -1.528 -2.349  0.193
H8 -0.064 1.725 -1.243  0.161
H9 0.966 0.493 -1.572  0.156
H10 0.179 2.767 0.663  0.182
H11 0.882 2.211 2.095  0.130
H12 1.775 -1.332 0.512  0.107
H13 1.384 -1.000 3.089  0.160
H14 2.379 0.232 2.817  0.133
H15 2.832 -1.305 2.354  0.165

***

ORCA calculation (ωB97M-V/def2-TZVPD) on a cluster of 2 separate species, C5H15NO in total in a non-equilibrium geometry.

Calculated values
HOMO (alpha / beta) in eV: 1.192 / -6.027
Spin multiplicity: 2
Lowest unoccupied orbital energy (alpha / beta) in eV: 3.426 / 3.293
Charge: -1
Frontier orbital gap (alpha / beta) in eV: 2.2 / 9.3

Last column: Mulliken spin population.
Positions of all 22 atoms, in Å:
C1 1.329 0.900 -1.900  0.546
N1 0.429 -0.251 -2.036  -0.229
C2 -0.359 -0.631 -0.833  0.534
C3 -0.866 0.477 0.085  -1.151
C4 -2.215 1.045 -0.199  0.322
C5 -0.666 0.098 1.607  0.878
H1 0.858 1.863 -2.125  -0.027
H2 2.113 0.785 -2.678  -0.073
H3 1.867 0.964 -0.958  -0.107
H4 -0.208 0.024 -2.774  0.028
H5 0.256 -1.302 -0.222  0.021
H6 -1.192 -1.243 -1.211  -0.036
H7 -0.187 1.325 0.030  0.025
H8 -2.477 2.015 0.207  -0.125
H9 -2.993 0.323 0.117  -0.032
H10 -2.371 1.074 -1.301  0.129
H11 0.399 0.267 1.816  0.002
H12 -1.010 -0.925 1.727  -0.094
H13 -1.177 0.827 2.244  -0.150
H14 3.003 -3.297 2.976  -0.475
H15 2.845 -1.767 2.969  -0.391
O1 2.620 -2.572 2.458  1.403

***

ORCA calculation (ωB97M-V/def2-TZVPD) on a cluster of 2 separate species, C5H15NO in total in a non-equilibrium geometry.

Calculated values
HOMO in eV: -8.603
SMILES: CNCC(C)C.O
Lowest unoccupied orbital energy in eV: 0.906
Charge: 0
Frontier orbital gap in eV: 9.5

Last column: Löwdin charge in e.
Positions of all 22 atoms, in Å:
C1 -1.607 0.295 -2.378  -0.131
N1 -1.188 -0.610 -1.283  -0.111
C2 0.301 -0.689 -1.020  -0.211
C3 0.547 -1.229 0.421  -0.319
C4 0.456 -0.060 1.544  -0.050
C5 2.055 -1.666 0.371  -0.093
H1 -0.694 0.779 -2.802  0.080
H2 -2.129 -0.182 -3.144  0.041
H3 -2.221 1.150 -2.076  0.064
H4 -1.674 -1.485 -1.318  0.087
H5 0.901 -1.398 -1.735  0.130
H6 0.812 0.276 -1.180  0.115
H7 -0.022 -2.066 0.832  0.126
H8 0.444 0.898 1.155  0.013
H9 -0.502 -0.209 1.935  0.050
H10 1.112 -0.056 2.394  0.072
H11 2.463 -1.543 1.346  0.060
H12 1.913 -2.621 0.022  0.043
H13 2.790 -1.214 -0.212  0.056
O1 -0.534 3.201 2.124  -0.059
H14 -0.657 3.995 1.637  0.010
H15 -0.462 2.430 1.506  0.026

***

ORCA calculation (ωB97M-V/def2-TZVPD) on a cluster of 2 separate species, C5H15NO in total in a non-equilibrium geometry.

Calculated values
HOMO in eV: -8.394
SMILES: CCCNCC.O
Lowest unoccupied orbital energy in eV: 0.984
Charge: 0
Frontier orbital gap in eV: 9.4

Last column: Löwdin charge in e.
Positions of all 22 atoms, in Å:
C1 2.338 -0.250 0.823  -0.113
C2 1.368 0.681 1.547  -0.253
C3 -0.102 0.452 1.180  -0.245
N1 -0.355 0.476 -0.260  -0.096
C4 -0.377 -0.757 -1.049  -0.311
C5 -0.329 -0.424 -2.522  -0.098
H1 3.233 -0.324 1.441  0.069
H2 2.443 -0.006 -0.228  0.067
H3 1.961 -1.282 0.855  0.068
H4 1.460 0.468 2.616  0.100
H5 1.614 1.741 1.432  0.102
H6 -0.816 1.126 1.651  0.098
H7 -0.355 -0.553 1.536  0.117
H8 0.202 1.170 -0.716  0.090
H9 0.393 -1.462 -0.730  0.091
H10 -1.304 -1.285 -0.781  0.105
H11 -0.470 -1.353 -3.067  0.072
H12 -1.060 0.344 -2.787  0.073
H13 0.598 0.083 -2.812  0.071
O1 -3.485 0.101 0.912  -0.046
H14 -3.197 0.043 0.005  0.013
H15 -3.759 1.010 0.953  0.027

***

ORCA calculation (ωB97M-V/def2-TZVPD) on a cluster of 2 separate species, C5H15NO in total in a non-equilibrium geometry.

Calculated values
HOMO in eV: -9.062
SMILES: CC[C@@H](C)CN.O
Lowest unoccupied orbital energy in eV: 0.901
Charge: 0
Frontier orbital gap in eV: 10.0

Last column: Löwdin charge in e.
Positions of all 22 atoms, in Å:
C1 0.736 -2.385 -0.772  -0.148
C2 0.041 -1.908 0.496  -0.251
C3 0.229 -0.399 0.810  -0.360
C4 1.371 -0.221 1.849  -0.058
C5 0.360 0.418 -0.492  -0.267
N1 0.475 1.881 -0.489  0.007
H1 1.557 -1.691 -1.122  0.059
H2 1.052 -3.478 -0.623  0.095
H3 0.118 -2.273 -1.668  0.066
H4 -1.056 -2.187 0.337  0.117
H5 0.286 -2.601 1.411  0.131
H6 -0.664 0.029 1.217  0.114
H7 2.089 -1.067 1.851  0.090
H8 1.734 0.759 1.923  0.047
H9 0.878 -0.335 2.782  0.056
H10 1.279 0.007 -1.155  0.140
H11 -0.426 0.348 -1.180  0.083
H12 1.343 2.230 -0.469  0.000
H13 -0.174 2.339 0.158  0.082
O1 -3.887 3.340 -1.339  -0.048
H14 -4.395 3.903 -1.821  -0.037
H15 -2.946 3.290 -1.704  0.081

***

ORCA calculation (ωB97M-V/def2-TZVPD) on a cluster of 2 separate species, C5H15NO in total in a non-equilibrium geometry.

Calculated values
HOMO in eV: -8.721
SMILES: CCN(C)CC.O
Lowest unoccupied orbital energy in eV: 0.795
Charge: 0
Frontier orbital gap in eV: 9.5

Last column: Löwdin charge in e.
Positions of all 22 atoms, in Å:
C1 1.275 0.926 0.927  -0.078
C2 1.625 -0.380 0.207  -0.295
N1 0.726 -0.372 -0.933  -0.248
C3 1.243 -0.823 -2.211  -0.099
C4 -0.377 -1.311 -0.627  -0.291
C5 -1.671 -0.618 -0.996  -0.079
H1 0.202 1.021 0.880  0.060
H2 1.572 0.898 2.066  0.103
H3 1.926 1.677 0.603  0.040
H4 2.741 -0.527 -0.065  0.131
H5 1.610 -1.343 0.735  0.093
H6 0.728 -0.331 -2.935  0.032
H7 0.996 -1.887 -2.352  0.084
H8 2.239 -0.317 -2.470  0.120
H9 -0.349 -1.821 0.453  0.149
H10 -0.267 -2.326 -1.056  0.096
H11 -1.450 0.221 -1.611  0.071
H12 -2.295 -1.384 -1.282  0.039
H13 -2.163 -0.242 -0.088  0.074
O1 -2.636 2.935 3.906  -0.070
H14 -3.567 2.814 3.719  0.026
H15 -2.109 3.193 3.127  0.043

***

ORCA calculation (ωB97M-V/def2-TZVPD) on a cluster of 2 separate species, C5H15NO in total in a non-equilibrium geometry.

Calculated values
HOMO in eV: -9.219
SMILES: CCN(C)CC.O
Lowest unoccupied orbital energy in eV: 0.848
Charge: 0
Frontier orbital gap in eV: 10.1

Last column: Löwdin charge in e.
Positions of all 22 atoms, in Å:
C1 0.175 0.601 2.576  -0.100
C2 0.509 0.305 1.122  -0.311
N1 0.045 -0.942 0.561  -0.250
C3 -1.375 -0.958 0.618  -0.129
C4 0.393 -0.839 -0.850  -0.315
C5 -0.082 -1.871 -1.848  -0.114
H1 0.756 1.437 2.951  0.066
H2 -0.891 0.840 2.670  0.065
H3 0.367 -0.305 3.206  0.093
H4 0.011 1.174 0.423  0.118
H5 1.633 0.285 0.952  0.135
H6 -1.546 -1.931 0.070  0.092
H7 -1.863 -0.046 0.040  0.135
H8 -1.682 -1.020 1.687  0.088
H9 1.440 -0.996 -0.971  0.095
H10 0.258 0.265 -1.207  0.122
H11 0.135 -2.885 -1.550  0.067
H12 -1.140 -1.801 -2.250  0.091
H13 0.675 -1.806 -2.684  0.090
O1 0.278 3.029 -1.763  -0.129
H14 0.361 2.518 -0.872  0.034
H15 1.233 3.208 -2.003  0.058

***

ORCA calculation (ωB97M-V/def2-TZVPD) on a cluster of 2 separate species, C5H15NO in total in a non-equilibrium geometry.

Calculated values
HOMO (alpha / beta) in eV: -15.030 / -15.029
Spin multiplicity: 2
Lowest unoccupied orbital energy (alpha / beta) in eV: -2.721 / -8.000
Charge: +1
Frontier orbital gap (alpha / beta) in eV: 12.3 / 7.0

Last column: Mulliken spin population.
Positions of all 22 atoms, in Å:
C1 0.539 2.980 0.009  0.044
C2 -0.426 1.866 -0.114  -0.012
N1 0.260 0.516 0.168  0.838
C3 -1.488 -0.823 -1.131  0.103
C4 0.088 -0.644 -0.926  0.012
C5 0.774 -1.966 -0.523  0.006
H1 0.378 3.845 -0.643  -0.004
H2 1.534 2.643 -0.173  -0.001
H3 0.549 3.469 1.026  0.001
H4 -1.472 1.933 0.299  0.014
H5 -0.618 1.844 -1.193  0.011
H6 -0.225 0.258 1.025  -0.016
H7 -1.488 -1.639 -1.861  0.008
H8 -1.939 -1.247 -0.163  0.001
H9 -1.984 0.160 -1.437  -0.002
H10 0.556 -0.260 -1.962  0.003
H11 1.090 -2.703 -1.278  -0.002
H12 1.663 -1.695 0.081  -0.003
H13 0.102 -2.478 0.286  -0.001
H14 0.568 -2.118 2.107  0.000
H15 1.197 -2.153 3.422  0.000
O1 0.340 -1.787 2.981  0.000

***

ΔE to the lowest compared entry with this formula, charge and spin for every record listed, in sequence, given in kcal per mole: 48.35; 56.59; 72.33; 22.47; 55.42; 22.34; 50.81; 76.58; 49.12; 50.36.
Molecular weight for every record listed, in sequence, given in Da: 117.20; 117.20; 117.20; 105.18; 105.18; 105.18; 105.18; 105.18; 105.18; 105.18.
DFT total energy for every record listed, in sequence, given in eV: -9897.0545; -9888.0241; -9880.4229; -8963.9030; -8963.9553; -8965.3897; -8964.1551; -8963.0378; -8964.2284; -8955.7031.